No. 1
{
  "formula": "C43H41As2Cl2N3OPS2Ti",
  "method": "wB97M-V/def2-TZVPD",
  "orbital_gap_ev": 7.33,
  "spin_multiplicity": 1,
  "total_charge": 1,
  "relative_energy_kj_mol": 0.0,
  "homo_ev": -9.802,
  "elements": ["Ti", "O", "C", "C", "C", "C", "C", "C", "C", "P", "C", "C", "C", "C", "C", "C", "C", "C", "C", "C", "C", "C", "H", "H", "H", "H", "H", "H", "H", "H", "H", "H", "H", "H", "H", "H", "C", "C", "N", "C", "C", "S", "C", "C", "S", "C", "N", "C", "H", "H", "H", "H", "H", "H", "H", "H", "C", "As", "C", "C", "C", "C", "C", "C", "C", "As", "C", "C", "H", "H", "H", "H", "H", "H", "H", "H", "H", "H", "H", "H", "H", "H", "H", "H", "Cl", "C", "C", "C", "C", "C", "Cl", "C", "N", "H", "H", "H"],
  "coordinates": [[-0.425, -0.386, -0.189], [-0.039, -0.899, 2.418], [-0.017, 0.168, 1.817], [0.561, 1.375, 2.511], [0.842, 1.277, 3.873], [1.450, 2.325, 4.540], [1.795, 3.478, 3.842], [1.527, 3.577, 2.486], [0.904, 2.533, 1.803], [0.520, 2.592, 0.010], [1.963, 3.368, -0.811], [2.674, 2.590, -1.723], [3.768, 3.106, -2.404], [4.158, 4.418, -2.186], [3.436, 5.216, -1.307], [2.341, 4.699, -0.634], [-0.656, 3.994, -0.093], [-1.034, 4.408, -1.373], [-1.933, 5.447, -1.546], [-2.479, 6.086, -0.439], [-2.110, 5.686, 0.835], [-1.201, 4.649, 1.008], [0.585, 0.359, 4.386], [1.664, 2.247, 5.598], [2.278, 4.299, 4.356], [1.815, 4.476, 1.959], [2.359, 1.569, -1.898], [4.311, 2.489, -3.109], [5.011, 4.827, -2.712], [3.720, 6.250, -1.156], [1.758, 5.348, 0.008], [-0.604, 3.922, -2.244], [-2.206, 5.763, -2.545], [-3.180, 6.899, -0.572], [-2.518, 6.189, 1.702], [-0.902, 4.371, 2.010], [1.655, -0.854, -3.176], [0.424, -0.025, -3.308], [-0.365, 0.288, -2.312], [-1.453, 1.035, -2.727], [-1.465, 1.304, -4.056], [-0.106, 0.592, -4.810], [-2.421, 1.445, -1.715], [-3.603, 2.089, -1.894], [-4.312, 2.407, -0.375], [-3.011, 1.627, 0.422], [-2.102, 1.181, -0.403], [-2.933, 1.523, 1.904], [1.727, -1.241, -2.160], [2.550, -0.267, -3.389], [1.631, -1.696, -3.868], [-2.191, 1.870, -4.615], [-4.072, 2.390, -2.815], [-3.887, 1.773, 2.366], [-2.175, 2.209, 2.283], [-2.658, 0.509, 2.184], [4.353, -0.583, -0.781], [2.994, 0.015, 0.508], [4.080, 1.386, 1.380], [3.163, -1.451, 1.789], [4.057, -1.384, 2.853], [4.185, -2.439, 3.744], [3.422, -3.581, 3.574], [2.520, -3.655, 2.524], [2.376, -2.596, 1.634], [1.037, -2.705, 0.226], [1.949, -3.874, -1.050], [-0.261, -3.954, 0.932], [5.275, -0.824, -0.254], [4.547, 0.215, -1.498], [4.014, -1.469, -1.318], [5.103, 1.035, 1.509], [3.649, 1.643, 2.346], [4.085, 2.274, 0.748], [4.663, -0.501, 3.003], [4.883, -2.366, 4.569], [3.520, -4.412, 4.261], [1.918, -4.548, 2.417], [2.284, -4.766, -0.522], [2.817, -3.382, -1.487], [1.257, -4.159, -1.843], [0.203, -4.898, 1.211], [-0.997, -4.136, 0.150], [-0.750, -3.489, 1.786], [-1.243, -2.847, -2.670], [-2.739, -2.865, -1.773], [-3.788, -3.604, -2.287], [-4.973, -3.700, -1.576], [-5.081, -3.078, -0.342], [-4.017, -2.350, 0.156], [-4.171, -1.666, 1.740], [-2.807, -2.176, -0.554], [-1.773, -1.443, -0.066], [-3.665, -4.108, -3.236], [-5.799, -4.275, -1.971], [-5.982, -3.165, 0.250]],
  "forces_ev_per_a": [[-0.8, -0.1, 0.5], [0.1, 0.0, -0.1], [0.1, 0.2, 0.2], [0.0, 0.0, 0.0], [0.0, 0.0, 0.0], [0.0, 0.0, 0.0], [0.0, 0.0, 0.0], [0.0, 0.0, 0.0], [0.0, 0.0, 0.0], [0.0, 0.0, 0.0], [0.0, 0.0, 0.0], [0.0, 0.0, 0.0], [0.0, 0.0, 0.0], [0.0, 0.0, 0.0], [0.0, 0.0, 0.0], [0.0, 0.0, 0.0], [0.0, 0.0, 0.0], [0.0, 0.0, 0.0], [0.0, 0.0, 0.0], [0.0, 0.0, 0.0], [0.0, 0.0, 0.0], [0.0, 0.0, 0.0], [0.0, 0.0, 0.0], [0.0, 0.0, 0.0], [0.0, 0.0, 0.0], [0.0, 0.0, 0.0], [0.0, 0.0, 0.0], [0.0, 0.0, 0.0], [0.0, 0.0, 0.0], [0.0, 0.0, 0.0], [0.0, 0.0, 0.0], [0.0, 0.0, 0.0], [0.0, 0.0, 0.0], [0.0, 0.0, 0.0], [0.0, 0.0, 0.0], [0.0, 0.0, 0.0], [0.0, 0.0, 0.0], [0.0, 0.0, 0.0], [-0.1, -0.2, 0.0], [0.0, 0.0, -0.1], [0.0, 0.0, 0.0], [0.0, 0.0, 0.1], [-0.1, 0.1, 0.0], [0.1, 0.0, 0.0], [0.0, -0.1, 0.0], [0.1, 0.1, 0.0], [0.1, -0.1, -0.1], [-0.1, 0.0, 0.0], [0.0, 0.0, 0.0], [0.0, 0.0, 0.0], [0.0, 0.0, 0.0], [0.0, 0.0, 0.0], [0.0, 0.0, 0.0], [0.0, 0.0, 0.0], [0.0, 0.1, 0.0], [0.0, 0.0, 0.0], [0.0, 0.0, 0.0], [0.1, -0.1, 0.0], [0.0, 0.0, 0.0], [0.0, 0.0, 0.0], [0.0, 0.0, 0.0], [0.0, 0.0, 0.0], [0.0, 0.0, 0.0], [0.0, 0.0, 0.0], [0.0, 0.0, 0.0], [0.1, -0.1, -0.1], [0.0, 0.0, 0.0], [0.0, 0.0, 0.0], [0.0, 0.0, 0.0], [0.0, 0.0, 0.0], [0.0, 0.0, 0.0], [0.0, 0.0, 0.0], [0.0, 0.0, 0.0], [0.0, 0.0, 0.0], [0.0, 0.0, 0.0], [0.0, 0.0, 0.0], [0.0, 0.0, 0.0], [0.0, 0.0, 0.0], [0.0, 0.0, 0.0], [0.0, 0.0, 0.0], [0.0, 0.0, 0.0], [0.0, 0.0, 0.0], [0.0, 0.0, 0.0], [0.0, 0.0, 0.0], [0.0, 0.0, 0.0], [0.0, -0.1, -0.2], [0.0, 0.0, 0.0], [0.0, 0.0, 0.0], [0.1, 0.0, 0.0], [0.1, 0.0, -0.1], [0.0, 0.0, 0.0], [-0.4, -0.1, 0.4], [0.8, 0.4, -0.5], [0.0, 0.0, 0.0], [0.0, 0.0, 0.0], [0.0, 0.0, 0.0]]
}

=====

No. 2
{
  "formula": "C43H41BiBrN7O3",
  "method": "wB97M-V/def2-TZVPD",
  "orbital_gap_ev": 7.36,
  "spin_multiplicity": 1,
  "relative_energy_kj_mol": 39.1,
  "homo_ev": -7.699,
  "elements": ["Bi", "O", "C", "N", "C", "C", "C", "C", "C", "C", "N", "C", "O", "C", "C", "C", "C", "C", "N", "C", "C", "C", "C", "C", "N", "H", "H", "H", "H", "H", "H", "H", "H", "H", "H", "H", "H", "C", "C", "C", "C", "C", "C", "C", "Br", "C", "O", "C", "C", "C", "C", "C", "C", "H", "H", "H", "H", "H", "H", "H", "H", "H", "H", "H", "H", "H", "H", "H", "H", "H", "H", "H", "H", "C", "C", "N", "C", "C", "C", "C", "C", "C", "C", "C", "N", "C", "N", "H", "H", "H", "H", "H", "H", "H", "H", "H"],
  "coordinates": [[3.119, -16.127, 12.528], [5.696, -19.122, 14.403], [4.772, -18.506, 13.897], [4.617, -17.158, 13.821], [5.578, -16.227, 14.440], [6.310, -16.509, 15.567], [7.155, -15.509, 16.159], [7.224, -14.243, 15.583], [6.491, -13.981, 14.441], [5.663, -14.943, 13.861], [4.773, -14.675, 12.768], [5.211, -13.804, 11.830], [6.317, -13.291, 11.847], [4.281, -13.469, 10.718], [4.763, -12.594, 9.760], [3.951, -12.293, 8.720], [2.660, -12.807, 8.663], [2.323, -13.721, 9.618], [3.105, -14.083, 10.652], [3.711, -19.318, 13.158], [4.087, -20.579, 12.739], [3.206, -21.336, 11.972], [1.978, -20.774, 11.546], [1.737, -19.519, 12.055], [2.560, -18.781, 12.816], [6.237, -17.463, 16.085], [7.795, -15.751, 16.968], [7.716, -13.422, 16.090], [6.545, -13.019, 13.994], [5.752, -12.189, 9.887], [4.344, -11.658, 7.890], [2.005, -12.595, 7.855], [1.383, -14.229, 9.518], [5.105, -20.888, 12.920], [3.478, -22.345, 11.677], [1.204, -21.304, 11.033], [0.785, -19.056, 11.905], [4.516, -18.369, 4.647], [3.315, -18.695, 5.545], [3.066, -20.191, 5.574], [2.121, -17.994, 4.917], [3.571, -18.216, 6.984], [2.498, -17.908, 7.799], [2.717, -17.505, 9.079], [1.104, -16.942, 9.992], [3.974, -17.445, 9.685], [4.157, -17.123, 10.949], [5.080, -17.868, 8.910], [4.847, -18.220, 7.595], [6.469, -18.190, 9.547], [6.906, -17.198, 10.622], [6.263, -19.626, 10.091], [7.568, -18.168, 8.467], [4.339, -18.740, 3.603], [5.496, -18.797, 4.998], [4.701, -17.291, 4.579], [2.790, -20.606, 4.634], [2.364, -20.436, 6.347], [3.974, -20.705, 5.880], [1.988, -18.318, 3.908], [2.291, -16.875, 4.875], [1.166, -18.135, 5.436], [1.482, -18.020, 7.455], [5.703, -18.527, 7.020], [6.332, -17.351, 11.558], [6.778, -16.151, 10.311], [7.971, -17.404, 10.866], [5.439, -19.675, 10.904], [7.201, -19.998, 10.563], [5.999, -20.376, 9.340], [7.536, -17.137, 8.012], [7.411, -18.874, 7.650], [8.530, -18.332, 8.964], [-1.395, -14.109, 11.569], [-0.334, -13.861, 12.485], [0.049, -14.795, 13.384], [-0.507, -16.021, 13.325], [-1.490, -16.405, 12.369], [-1.932, -15.377, 11.524], [-2.013, -17.778, 12.383], [-2.313, -18.596, 11.375], [-2.165, -18.533, 9.918], [-1.455, -19.592, 9.295], [-1.368, -19.582, 7.920], [-1.948, -18.638, 7.179], [-2.602, -17.741, 7.854], [-2.737, -17.586, 9.174], [-1.738, -13.331, 10.844], [0.150, -12.894, 12.636], [-0.110, -16.705, 14.055], [-2.728, -15.578, 10.817], [-2.137, -18.281, 13.330], [-2.657, -19.582, 11.662], [-1.036, -20.385, 9.881], [-0.868, -20.341, 7.345], [-3.073, -16.990, 7.255]],
  "forces_ev_per_a": [[0.4, -0.1, -0.2], [0.0, 0.1, 0.2], [0.0, 0.4, -0.3], [0.6, 0.9, 0.7], [-1.1, -0.6, -0.9], [1.4, 0.7, 1.6], [-1.1, -0.5, -1.9], [-0.5, -0.6, 0.5], [-0.5, -0.4, -0.1], [-0.3, -0.3, 0.1], [0.4, 0.0, 0.4], [0.4, -0.3, 0.6], [0.2, 0.4, -0.4], [0.1, -0.4, 0.1], [0.3, -0.1, 0.7], [-0.1, 1.3, -2.1], [1.2, 0.0, 0.1], [-0.6, -0.7, 0.6], [-0.1, 0.5, -0.6], [0.9, 0.2, -0.2], [-0.3, -0.7, -0.6], [-0.4, 0.2, -0.5], [1.6, -0.1, 1.8], [-0.7, 0.6, 0.3], [-0.4, -0.2, -0.2], [0.0, 0.1, -0.5], [0.2, -0.3, 0.9], [0.4, -0.2, -0.2], [0.0, 0.5, -0.2], [0.1, 0.0, 0.0], [-0.5, -0.4, 0.8], [-0.5, 0.2, -0.5], [-0.3, -0.2, 0.3], [-0.1, -0.3, 0.4], [0.1, 0.1, -0.1], [-0.1, -0.2, -0.4], [-0.5, 0.2, -0.4], [1.0, -0.4, -0.6], [0.6, 0.5, 0.0], [1.1, -0.1, 0.8], [-0.2, 1.8, 0.6], [0.5, -0.3, 0.1], [0.1, -0.3, -1.0], [-0.3, 0.5, 0.8], [0.4, -0.1, 0.1], [-0.3, -0.1, 0.0], [-0.1, 0.4, 0.8], [0.2, -0.1, 0.2], [-0.7, 0.2, -0.6], [-1.1, -0.3, -0.8], [0.1, -0.4, 1.1], [-0.1, -0.3, 1.9], [-0.4, 1.1, -0.1], [0.1, 0.2, 0.9], [-1.0, 0.1, -0.3], [-0.2, -0.1, 0.0], [-0.5, -0.2, -0.9], [-0.8, -0.2, 0.2], [0.3, -0.1, 0.0], [-0.1, -0.3, -0.7], [-0.1, -1.1, 0.1], [0.2, -0.2, 0.0], [-0.1, 0.2, -0.1], [-0.1, 0.0, -0.2], [0.4, 0.2, -0.6], [0.1, -0.3, 0.0], [-0.5, 0.3, -0.2], [1.4, 0.3, -1.4], [-0.5, 0.3, -0.1], [0.0, 0.4, -0.2], [0.4, -0.9, 0.4], [0.3, -0.1, 0.3], [-0.1, 0.0, -0.4], [1.4, 1.0, 0.1], [-1.1, -0.9, 0.5], [-0.3, -0.2, -0.9], [-0.4, 0.8, -1.0], [0.8, 0.9, 0.9], [-0.4, -0.6, -0.2], [-0.1, -0.1, -0.4], [-0.1, -0.3, 0.1], [0.4, -0.3, -1.0], [-0.6, 0.6, 0.0], [0.0, -0.1, 0.1], [0.4, -0.7, -0.2], [-0.4, 1.4, 0.2], [0.2, -0.4, 0.4], [0.3, -0.7, 0.9], [-0.2, -0.2, -0.4], [-0.1, -0.4, 0.2], [0.0, -0.1, 0.0], [0.1, 0.4, 0.5], [0.0, -0.1, 0.2], [0.2, -0.2, 0.2], [0.3, -0.3, 0.1], [-0.4, 0.5, -0.2]]
}

=====

No. 3
{
  "formula": "C43H41Cl2F9O3S",
  "method": "wB97M-V/def2-TZVPD",
  "orbital_gap_ev": 8.20,
  "spin_multiplicity": 1,
  "smiles": "C/C(Cl)=C(/Cl)C1=C(CCCCC(F)(F)C(F)(F)S(F)(F)(F)(F)F)C(=O)OC1=O.c1ccccc1.c1ccccc1.c1ccccc1.c1ccccc1.c1ccccc1",
  "homo_ev": -9.119,
  "elements": ["C", "C", "Cl", "C", "Cl", "C", "C", "C", "C", "C", "C", "C", "F", "F", "C", "F", "F", "S", "F", "F", "F", "F", "F", "C", "O", "O", "C", "O", "H", "H", "H", "H", "H", "H", "H", "H", "H", "H", "H", "C", "C", "C", "C", "C", "C", "H", "H", "H", "H", "H", "H", "C", "C", "C", "C", "C", "C", "H", "H", "H", "H", "H", "H", "C", "C", "C", "C", "C", "C", "H", "H", "H", "H", "H", "H", "C", "C", "C", "C", "C", "C", "H", "H", "H", "H", "H", "H", "C", "C", "C", "C", "C", "C", "H", "H", "H", "H", "H", "H"],
  "coordinates": [[-1.526, 3.255, 4.975], [-2.594, 2.256, 4.595], [-3.640, 1.623, 5.851], [-2.759, 1.836, 3.355], [-3.995, 0.627, 2.998], [-1.961, 2.280, 2.209], [-2.035, 3.379, 1.472], [-2.991, 4.528, 1.658], [-3.914, 4.794, 0.443], [-5.261, 5.412, 0.912], [-6.152, 4.395, 1.678], [-7.117, 3.609, 0.724], [-6.590, 3.709, -0.502], [-8.308, 4.219, 0.809], [-7.143, 2.140, 1.218], [-7.207, 2.073, 2.528], [-6.005, 1.589, 0.845], [-8.551, 1.067, 0.546], [-8.374, 0.059, 1.786], [-7.507, 0.140, -0.246], [-8.730, 1.983, -0.735], [-9.639, 1.856, 1.385], [-9.711, 0.143, -0.015], [-0.988, 3.326, 0.371], [-0.702, 4.167, -0.368], [-0.445, 2.048, 0.388], [-0.806, 1.503, 1.598], [-0.273, 0.580, 2.068], [-1.063, 3.746, 4.117], [-1.990, 3.988, 5.650], [-0.777, 2.724, 5.583], [-3.539, 4.328, 2.593], [-2.394, 5.432, 1.863], [-3.419, 5.553, -0.181], [-4.074, 3.909, -0.188], [-4.972, 6.202, 1.626], [-5.779, 5.922, 0.093], [-5.473, 3.696, 2.182], [-6.708, 4.956, 2.436], [3.635, 0.624, 2.805], [4.991, 0.915, 2.725], [5.574, 1.176, 1.492], [4.803, 1.142, 0.338], [3.449, 0.843, 0.417], [2.863, 0.585, 1.650], [3.179, 0.427, 3.767], [5.594, 0.938, 3.625], [6.631, 1.405, 1.430], [5.257, 1.348, -0.623], [2.847, 0.811, -0.484], [1.808, 0.354, 1.712], [-4.299, -2.328, 0.351], [-3.025, -1.785, 0.450], [-1.923, -2.616, 0.594], [-2.095, -3.993, 0.643], [-3.369, -4.537, 0.553], [-4.471, -3.705, 0.405], [-5.158, -1.678, 0.232], [-2.892, -0.710, 0.415], [-0.929, -2.191, 0.669], [-1.235, -4.643, 0.753], [-3.504, -5.611, 0.596], [-5.466, -4.129, 0.332], [-3.006, -8.071, -3.515], [-2.906, -6.723, -3.196], [-3.944, -6.087, -2.529], [-5.085, -6.799, -2.184], [-5.190, -8.144, -2.510], [-4.150, -8.781, -3.175], [-2.194, -8.568, -4.031], [-2.016, -6.167, -3.467], [-3.864, -5.037, -2.276], [-5.894, -6.304, -1.660], [-6.083, -8.698, -2.246], [-4.231, -9.831, -3.428], [8.375, -1.917, 1.336], [9.731, -1.627, 1.256], [10.314, -1.366, 0.023], [9.542, -1.399, -1.131], [8.187, -1.698, -1.051], [7.604, -1.955, 0.182], [7.919, -2.114, 2.298], [10.333, -1.604, 2.156], [11.370, -1.136, -0.039], [9.995, -1.192, -2.093], [7.586, -1.729, -1.952], [6.548, -2.186, 0.244], [8.075, 1.196, -3.781], [9.431, 1.486, -3.861], [10.013, 1.748, -5.094], [9.241, 1.715, -6.248], [7.888, 1.417, -6.168], [7.304, 1.159, -4.935], [7.620, 0.998, -2.818], [10.034, 1.509, -2.962], [11.070, 1.977, -5.157], [9.695, 1.922, -7.210], [7.286, 1.386, -7.069], [6.248, 0.928, -4.873]],
  "forces_ev_per_a": [[-0.6, -0.4, 1.1], [0.2, 0.4, 0.4], [0.7, 0.5, -0.2], [-0.7, -0.9, -0.5], [0.6, 0.4, -0.2], [0.9, -0.2, -1.1], [-0.7, 0.9, 0.0], [0.6, -0.1, 0.0], [-0.3, 0.7, -0.1], [0.6, -0.2, 0.5], [0.6, 0.4, -0.5], [1.8, 1.5, 2.5], [-0.7, -0.6, -0.8], [-0.7, -0.3, -0.7], [-0.7, 0.0, -1.1], [-0.4, 0.4, 0.9], [0.8, -0.2, -0.3], [-0.1, -2.0, 0.0], [-0.1, 0.3, -0.2], [-0.3, 0.4, -0.2], [0.1, 0.2, 0.3], [0.3, 0.5, -0.3], [0.1, 0.2, 0.2], [-1.8, -1.8, 2.1], [0.9, 1.8, -2.0], [0.3, 0.6, 0.3], [-1.7, 0.7, 0.1], [1.0, -2.0, 0.7], [-0.1, -0.2, 0.2], [0.3, 0.0, -0.3], [0.0, 0.2, -0.3], [0.0, 0.0, -0.4], [-0.2, -0.2, -0.1], [-0.1, -0.4, 0.0], [0.1, 0.1, 0.3], [-0.3, -0.2, -0.2], [0.0, -0.3, 0.1], [-0.3, 0.1, 0.0], [-0.2, -0.5, -0.1], [0.0, 0.0, 0.0], [0.0, 0.0, 0.0], [0.0, 0.0, 0.0], [0.0, 0.0, 0.0], [0.0, 0.0, 0.0], [0.0, 0.0, 0.0], [0.0, 0.0, 0.0], [0.0, 0.0, 0.0], [0.0, 0.0, 0.0], [0.0, 0.0, 0.0], [0.0, 0.0, 0.0], [0.2, 0.0, 0.0], [0.0, 0.0, 0.0], [0.0, 0.0, 0.0], [0.0, 0.0, 0.0], [0.0, 0.0, 0.0], [0.0, 0.0, 0.0], [0.0, 0.0, 0.0], [0.0, 0.0, 0.0], [0.0, 0.0, 0.0], [0.0, 0.0, 0.0], [0.0, 0.0, 0.0], [0.0, 0.0, 0.0], [0.0, 0.0, 0.0], [0.0, 0.0, 0.0], [0.0, 0.0, 0.0], [0.0, 0.0, 0.0], [0.0, 0.0, 0.0], [0.0, 0.0, 0.0], [0.0, 0.0, 0.0], [0.0, 0.0, 0.0], [0.0, 0.0, 0.0], [0.0, 0.0, 0.0], [0.0, 0.0, 0.0], [0.0, 0.0, 0.0], [0.0, 0.0, 0.0], [0.0, 0.0, 0.0], [0.0, 0.0, 0.0], [0.0, 0.0, 0.0], [0.0, 0.0, 0.0], [0.0, 0.0, 0.0], [0.0, 0.0, 0.0], [0.0, 0.0, 0.0], [0.0, 0.0, 0.0], [0.0, 0.0, 0.0], [0.0, 0.0, 0.0], [0.0, 0.0, 0.0], [0.0, 0.0, 0.0], [0.0, 0.0, 0.0], [0.0, 0.0, 0.0], [0.0, 0.0, 0.0], [0.0, 0.0, 0.0], [0.0, 0.0, 0.0], [0.0, 0.0, 0.0], [0.0, 0.0, 0.0], [0.0, 0.0, 0.0], [0.0, 0.0, 0.0], [0.0, 0.0, 0.0], [0.0, 0.0, 0.0], [0.0, 0.0, 0.0]]
}